Density functional theory data (ωB97M-V with the def2-TZVPD basis set) for a molecular structure, C12H19N8PTc.

CARTESIAN COORDINATES (ANGSTROEM)
Tc  -0.140  0.260  -0.002
C  -2.715  -4.577  0.496
N  -2.437  -3.187  0.060
C  -3.226  -2.485  -0.809
C  -2.659  -1.255  -0.973
N  -1.516  -1.215  -0.201
C  -1.407  -2.414  0.424
P  -0.054  -2.864  1.570
C  -0.040  -1.275  2.497
N  -0.076  -0.023  1.961
C  -0.070  0.876  3.009
C  -0.027  0.163  4.166
N  -0.010  -1.165  3.827
C  0.030  -2.270  4.818
C  1.303  -2.368  0.413
N  1.364  -1.165  -0.230
C  2.484  -1.164  -0.982
C  3.129  -2.409  -0.800
N  2.381  -3.118  0.059
C  2.701  -4.495  0.527
H  -3.708  -4.845  0.147
H  -2.693  -4.630  1.582
H  -1.985  -5.251  0.054
H  -4.126  -2.902  -1.235
H  -3.003  -0.431  -1.577
H  -0.085  1.947  2.896
H  -0.009  0.497  5.192
H  0.009  -1.828  5.810
H  0.951  -2.835  4.696
H  -0.844  -2.905  4.690
H  2.805  -0.339  -1.602
H  4.049  -2.783  -1.233
H  3.644  -4.791  0.076
H  1.916  -5.175  0.206
H  2.802  -4.491  1.610
N  -1.070  2.204  0.022
N  0.360  2.381  -0.046
H  -1.547  2.618  -0.784
H  -1.482  2.610  0.865
H  0.736  2.902  0.750
H  0.645  2.875  -0.896

E_tot	-36115.7447	eV
orbital gap (spin up / spin down)	5.7 / 4.9	eV
total charge	+4
⟨S²⟩	3.778
spin multiplicity	4
largest force on an atom	0.0467	Eh/bohr

Atomic partial charges in e from the Mulliken method, atoms 1 to 4: 1.0299, -0.6978, 0.1617, -0.3024



Density functional theory data (ωB97M-V with the def2-TZVPD basis set) for 2 unconnected molecules or ions with the total composition C6H15N3.

CARTESIAN COORDINATES (ANGSTROEM)
H  -0.369  2.854  0.573
N  0.046  2.102  0.025
C  -0.117  0.962  0.603
N  -0.916  0.834  1.722
C  1.424  0.055  0.948
C  1.523  -0.903  1.879
C  2.588  0.408  0.069
H  -0.861  1.651  2.331
H  -1.912  0.655  1.751
H  2.450  -1.452  2.054
H  0.704  -1.214  2.524
H  2.804  1.480  0.119
H  3.502  -0.138  0.339
H  2.377  0.168  -0.979
C  -1.974  -1.396  -0.572
N  -0.958  -0.380  -0.881
C  -0.928  -0.057  -2.316
H  -1.685  -2.333  -1.053
H  -2.042  -1.534  0.507
H  -2.962  -1.103  -0.935
H  -0.006  -0.736  -0.674
H  -0.169  0.703  -2.506
H  -1.895  0.318  -2.649
H  -0.624  -0.943  -2.879

E_tot	-10931.7932	eV
orbital gap	8.9	eV
SMILES	[H]/N=C(\N)C(=C)C.CNC
largest force on an atom	0.0829	Eh/bohr

Atomic partial charges in e from the Mulliken method, atoms 1 to 4: 0.1840, -0.8102, 0.9172, -0.5341



Density functional theory data (ωB97M-V with the def2-TZVPD basis set) for a molecular structure, C29H49ClFeNO2P.

CARTESIAN COORDINATES (ANGSTROEM)
Fe  2.707  1.678  0.485
P  -0.456  0.208  -2.456
Cl  2.669  3.469  -0.696
C  -1.435  -0.628  -1.106
H  -0.954  -0.242  -0.183
H  -2.434  -0.151  -1.140
C  1.378  0.450  -2.157
C  -1.232  1.894  -2.403
C  2.236  0.230  -3.404
H  1.449  1.532  -1.933
C  3.711  0.501  -3.095
H  2.124  -0.800  -3.772
H  1.912  0.899  -4.217
C  4.225  -0.470  -2.035
H  4.294  0.393  -4.017
H  3.821  1.540  -2.753
C  3.437  -0.401  -0.720
H  4.175  -1.494  -2.433
H  5.283  -0.265  -1.830
C  1.907  -0.242  -0.886
H  3.607  -1.336  -0.167
H  3.910  0.385  -0.065
H  1.460  -1.244  -0.825
H  1.462  0.274  0.008
C  -0.903  -0.609  -4.053
C  -2.669  1.886  -2.958
H  -1.286  2.081  -1.313
C  -3.364  3.234  -2.717
H  -2.649  1.677  -4.039
H  -3.269  1.088  -2.499
C  -2.558  4.425  -3.244
H  -4.353  3.214  -3.188
H  -3.523  3.356  -1.637
C  -1.084  4.396  -2.821
H  -2.617  4.447  -4.340
H  -3.014  5.357  -2.889
C  -0.403  3.031  -3.019
H  -0.521  5.156  -3.377
H  -1.009  4.662  -1.756
H  -0.247  2.849  -4.094
H  0.592  3.088  -2.555
C  -0.326  -2.021  -4.233
H  -2.003  -0.706  -3.964
C  -0.980  -2.713  -5.436
H  0.759  -1.957  -4.402
H  -0.474  -2.629  -3.333
C  -0.845  -1.894  -6.726
H  -0.531  -3.704  -5.568
H  -2.045  -2.865  -5.214
C  -1.254  -0.427  -6.546
H  0.197  -1.936  -7.069
H  -1.455  -2.350  -7.513
C  -0.609  0.224  -5.313
H  -0.985  0.152  -7.437
H  -2.346  -0.370  -6.438
H  0.480  0.284  -5.461
H  -0.973  1.257  -5.212
C  -0.099  -2.809  -0.783
C  -1.567  -2.051  -1.040
H  0.554  -2.928  -1.656
C  -2.528  -2.468  0.085
H  -1.954  -2.459  -1.988
C  -1.885  -2.384  1.469
H  -3.425  -1.837  0.062
H  -2.841  -3.502  -0.105
C  -0.765  -3.407  1.622
H  -1.472  -1.377  1.640
H  -2.650  -2.562  2.236
C  0.326  -3.258  0.524
H  -0.304  -3.313  2.613
H  -1.185  -4.420  1.555
H  1.100  -2.564  0.914
H  0.845  -4.226  0.403
O  0.001  0.216  1.833
C  0.919  0.522  2.600
C  0.973  0.258  4.093
C  2.399  0.588  4.494
C  3.070  1.101  3.229
O  4.241  1.413  3.054
N  2.098  1.138  2.219
H  0.255  0.911  4.605
H  0.708  -0.783  4.309
H  2.432  1.364  5.268
H  2.936  -0.293  4.867

E_tot	-92651.3545	eV
orbital gap (spin up / spin down)	2.3 / 5.9	eV
total charge	-1
⟨S²⟩	8.787
spin multiplicity	6
largest force on an atom	0.0965	Eh/bohr

Atomic partial charges in e from the Mulliken method, atoms 1 to 4: -0.1506, 1.7974, -0.5881, -1.1419



Density functional theory data (ωB97M-V with the def2-TZVPD basis set) for a molecular structure, C5H5O3Y.

CARTESIAN COORDINATES (ANGSTROEM)
O  1.763  -0.124  -0.712
C  1.760  -0.069  0.558
O  1.091  -1.044  1.222
Y  0.070  0.033  -1.900
H  2.660  0.328  1.055
O  -2.974  0.355  -0.351
C  -1.720  0.808  -0.332
C  -0.872  1.035  0.599
C  0.125  0.970  1.550
C  0.356  -0.356  2.265
H  -3.557  0.997  -0.771
H  0.432  1.892  2.053
H  0.997  -0.236  3.149
H  -0.531  -0.957  2.499

E_tot	-12429.2217	eV
orbital gap	6.3	eV
total charge	+2
largest force on an atom	0.0533	Eh/bohr

Atomic partial charges in e from the Mulliken method, atoms 1 to 4: -0.6251, 0.3584, -0.2593, 1.7053



Density functional theory data (ωB97M-V with the def2-TZVPD basis set) for a molecular structure, C18H28FeO3P.

CARTESIAN COORDINATES (ANGSTROEM)
C  -1.177  -1.301  -3.010
C  -0.954  -1.186  -1.480
C  -2.252  -1.386  -0.717
P  -0.114  0.337  -0.841
C  1.460  0.015  -1.753
C  2.068  -1.409  -1.678
C  2.577  1.052  -1.603
C  -0.785  1.655  -1.957
C  -0.102  3.020  -1.782
C  -2.313  1.747  -1.945
H  -1.715  -2.247  -3.184
H  -1.794  -0.489  -3.420
H  -0.237  -1.359  -3.577
H  -0.283  -2.018  -1.213
H  -2.702  -2.335  -1.032
H  -2.081  -1.422  0.365
H  -2.966  -0.587  -0.939
H  1.109  0.110  -2.797
H  3.119  -1.384  -2.012
H  2.048  -1.839  -0.672
H  1.553  -2.100  -2.358
H  3.483  0.686  -2.113
H  2.333  2.008  -2.067
H  2.858  1.231  -0.566
H  -0.498  1.285  -2.951
H  -0.754  3.795  -2.209
H  0.087  3.300  -0.743
H  0.846  3.075  -2.327
H  -2.602  2.701  -2.404
H  -2.772  0.952  -2.539
H  -2.739  1.716  -0.935
O  0.560  -3.113  1.382
C  0.522  -2.396  2.311
Fe  0.134  -1.373  3.617
C  -1.502  -1.929  3.970
O  -2.580  -2.348  3.880
C  0.988  -2.258  4.791
O  1.190  -3.096  5.567
C  0.002  0.991  0.866
C  1.456  0.632  1.415
C  1.569  0.139  2.844
C  0.668  0.596  3.833
C  -0.690  0.699  3.352
C  -0.977  0.618  1.971
H  -0.054  2.127  0.805
H  1.807  -0.224  0.827
H  2.189  1.447  1.240
H  2.545  -0.308  3.115
H  0.971  0.765  4.879
H  -1.469  0.827  4.129
H  -2.029  0.581  1.667

E_tot	-68926.4428	eV
orbital gap (spin up / spin down)	6.0 / 6.7	eV
total charge	+1
⟨S²⟩	6.084
spin multiplicity	5
largest force on an atom	0.1687	Eh/bohr

Atomic partial charges in e from the Mulliken method, atoms 1 to 4: -1.5653, 0.6861, -1.3594, 0.2470



Density functional theory data (ωB97M-V with the def2-TZVPD basis set) for C4H4O2S in the gas phase.

CARTESIAN COORDINATES (ANGSTROEM)
O  -3.003  -0.219  0.093
C  -1.918  -0.304  -0.371
C  -0.644  -0.222  0.466
O  -0.025  1.029  0.132
C  1.314  0.931  -0.045
C  1.806  -0.287  -0.093
S  0.529  -1.603  0.078
H  -1.737  -0.539  -1.406
H  -0.965  -0.140  1.527
H  1.831  1.890  -0.158
H  2.811  -0.535  -0.222

E_tot	-19141.1777	eV
orbital gap	9.2	eV
SMILES	O=C[C@@H]1OC=CS1
largest force on an atom	0.0370	Eh/bohr

Atomic partial charges in e from the Mulliken method, atoms 1 to 4: -0.4241, -0.0753, 0.0943, -0.3414



Density functional theory data (ωB97M-V with the def2-TZVPD basis set) for 3 unconnected molecules or ions with the total composition C5H14N2S.

CARTESIAN COORDINATES (ANGSTROEM)
C  1.513  1.513  0.395
C  2.011  0.442  1.389
C  -0.145  0.343  2.533
N  0.991  -0.265  2.239
H  1.417  1.112  -0.642
H  0.563  1.938  0.677
H  2.174  2.378  0.328
H  2.430  -0.416  0.819
H  2.777  0.792  2.198
H  -0.955  -0.211  2.989
H  -0.364  1.388  2.310
H  0.003  -1.391  0.525
C  -1.976  -0.169  -0.477
C  -1.333  -1.153  -1.514
S  0.435  -1.036  -1.674
N  -1.634  1.169  -0.792
H  -1.647  -0.467  0.537
H  -3.074  -0.288  -0.504
H  -1.753  -0.927  -2.524
H  -1.661  -2.160  -1.254
H  -2.186  1.502  -1.625
H  -0.611  1.148  -1.126

E_tot	-19222.3811	eV
orbital gap	7.4	eV
largest force on an atom	0.0714	Eh/bohr

Atomic partial charges in e from the Mulliken method, atoms 1 to 4: -0.6848, -0.3148, -0.3079, -0.5207



Density functional theory data (ωB97M-V with the def2-TZVPD basis set) for 3 unconnected molecules or ions with the total composition C5H16NO.

CARTESIAN COORDINATES (ANGSTROEM)
C  0.748  0.985  -1.583
C  0.826  -0.379  -0.958
C  1.021  -0.556  0.585
C  2.346  0.177  0.974
C  1.013  -2.076  1.076
N  0.156  2.033  -0.785
H  1.771  1.315  -1.839
H  0.215  0.735  -2.516
H  -0.134  -0.916  -1.174
H  1.726  -0.907  -1.417
H  0.089  -0.108  1.200
H  3.009  -0.404  0.313
H  2.422  1.370  0.878
H  2.659  0.078  2.061
H  0.156  -2.579  0.620
H  0.594  -2.025  2.103
H  1.972  -2.604  1.196
H  -0.401  2.679  -1.395
H  -0.814  1.495  -0.464
H  -2.096  0.959  -0.527
H  -5.406  0.025  1.234
H  -4.332  0.415  0.161
O  -4.780  -0.332  0.562

E_tot	-8967.3771	eV
orbital gap	5.0	eV
total charge	+1
largest force on an atom	0.0781	Eh/bohr

Atomic partial charges in e from the Mulliken method, atoms 1 to 4: -0.5262, -0.6234, 0.6587, -1.3438



Question: Which of these has the lowest largest force on an atom?
Answer: C4H4O2S